{"formula": "C26H40N6S4Ti", "method": "ωB97M-V/def2-TZVPD", "elements": ["S", "H", "H", "N", "C", "C", "H", "H", "H", "H", "C", "C", "C", "H", "C", "H", "S", "H", "C", "C", "S", "H", "C", "H", "H", "N", "C", "C", "H", "N", "C", "H", "H", "N", "H", "H", "H", "H", "C", "C", "H", "H", "N", "H", "C", "H", "S", "H", "H", "C", "H", "C", "H", "H", "H", "C", "C", "C", "C", "H", "H", "H", "H", "C", "H", "H", "C", "H", "C", "H", "Ti", "N", "C", "H", "H", "H", "C"], "positions_angstrom": [[-4.587, -0.866, -3.612], [0.056, 3.429, -2.668], [-1.243, -2.503, 3.640], [1.240, -1.179, 0.320], [-2.087, -2.190, -3.792], [-1.931, -2.363, -0.921], [-5.477, 0.132, -1.038], [-1.235, -2.192, -0.095], [-0.465, 2.122, 3.307], [-4.943, 1.442, -3.194], [3.184, 1.355, 2.136], [-0.155, -2.419, 3.562], [1.949, -3.157, 1.448], [2.826, -1.862, -3.282], [1.904, -0.553, -1.850], [-1.958, -3.434, -1.124], [-3.264, -0.061, -0.188], [-3.242, 1.033, -2.960], [4.403, 1.080, 1.554], [2.860, -2.603, -0.699], [-1.186, -1.516, -2.345], [2.232, 1.608, 3.921], [-1.283, 0.130, 3.117], [1.874, -3.828, 2.292], [-2.247, 1.440, 1.110], [-0.537, 2.298, -0.955], [0.964, 1.476, -2.636], [-4.555, 0.669, -1.256], [3.390, -0.188, -3.340], [-1.359, 1.837, 1.437], [0.481, 2.721, -1.957], [3.464, -4.319, 0.447], [3.964, 1.051, 5.358], [3.101, 1.316, 3.489], [-2.550, -0.283, -4.744], [-1.010, -0.099, 4.145], [-0.553, 4.363, -0.518], [-2.225, 2.045, 3.372], [2.515, -0.827, -3.176], [-1.196, 3.502, -0.350], [6.468, 0.591, 1.901], [-1.259, 1.774, -1.468], [1.192, 0.480, -1.578], [-2.322, 3.724, 1.487], [-4.264, 0.712, -2.752], [-4.004, -1.971, -1.379], [1.830, 2.024, 1.219], [-3.711, -2.364, 0.323], [4.502, 1.151, 0.480], [-1.340, 1.616, 2.900], [-1.311, -2.501, -4.492], [2.031, -1.495, -0.717], [0.260, -3.419, 3.505], [0.208, 1.079, -3.321], [-3.354, -1.689, -5.417], [4.143, 1.022, 4.291], [2.829, -3.442, 0.404], [1.180, -2.017, 1.372], [5.371, 0.733, 3.739], [1.867, 1.675, -3.209], [-0.577, 3.762, 1.708], [6.213, 0.514, 4.381], [-2.607, -3.085, -3.450], [0.208, -1.574, 2.395], [-4.668, 1.684, -0.868], [-2.258, -0.329, 2.925], [-3.039, -1.223, -4.483], [1.292, 3.212, -1.422], [5.502, 0.773, 2.358], [3.517, -2.819, -1.530], [0.131, 0.635, 0.322], [-0.304, -0.414, 2.155], [-1.382, 3.293, 1.143], [-2.138, 3.693, -0.861], [1.802, -0.603, -3.971], [0.186, -1.964, 4.498], [-3.314, -1.843, -0.548]], "largest_force_ev_per_a": 1.0, "e_homo_ev": -17.52, "e_above_lowest_kj_mol": 71.7, "e_tot_ev": -102973.2346, "orbital_gap_ev": 3.863, "total_charge": 4}

***

{"formula": "C26H41AsBrN3O7SSc", "method": "ωB97M-V/def2-TZVPD", "elements": ["C", "C", "H", "C", "C", "O", "O", "H", "C", "H", "H", "H", "H", "C", "C", "C", "H", "H", "O", "C", "C", "H", "C", "H", "O", "H", "H", "C", "H", "C", "H", "H", "H", "H", "C", "C", "H", "N", "H", "O", "H", "S", "H", "Sc", "H", "N", "H", "C", "H", "H", "H", "O", "C", "H", "H", "H", "C", "N", "C", "H", "C", "O", "C", "H", "H", "H", "H", "As", "C", "H", "C", "C", "H", "H", "H", "Br", "C", "H", "H", "C", "H"], "positions_angstrom": [[-0.544, 6.733, -0.956], [2.795, 4.741, 4.377], [-1.847, -1.869, -1.020], [3.797, 4.609, 3.424], [0.781, 5.702, -5.725], [0.530, 0.522, 2.310], [2.428, 2.064, 1.211], [-3.638, -1.660, 2.338], [-0.838, -2.595, 0.747], [-1.648, -0.307, 4.593], [-1.974, 0.761, -0.547], [0.718, 6.181, -6.704], [1.138, -2.036, 1.057], [-0.255, 3.660, -6.688], [-0.083, 2.946, -1.567], [-0.098, 2.669, -4.012], [1.754, 5.213, -5.645], [0.695, -2.036, -0.490], [-1.476, 2.222, 3.045], [-0.016, 2.173, -2.724], [-2.654, -0.761, 0.646], [0.890, 4.033, 5.037], [-1.546, -1.338, 2.772], [-0.465, 5.886, -3.168], [0.098, 0.997, 4.909], [-2.849, -2.811, 0.058], [4.675, 5.240, 3.475], [1.679, 3.930, 4.300], [-1.990, 1.164, 1.026], [-2.075, -2.040, 0.035], [2.883, 5.472, 5.169], [0.291, 7.101, -1.556], [-1.468, 6.873, -1.521], [-0.791, -1.696, 4.703], [-0.259, 4.032, -4.183], [3.676, 3.696, 2.392], [-1.061, 2.924, -6.642], [0.368, -1.785, 0.440], [-0.781, -0.603, 2.542], [0.013, 2.353, -0.374], [-1.814, 6.193, -4.935], [3.591, 0.648, 0.963], [-0.029, 1.994, -4.853], [0.660, 0.688, 0.362], [-0.157, -3.001, 2.762], [-1.627, -1.287, 4.284], [0.734, 6.485, -4.968], [2.553, 2.879, 2.299], [0.701, 3.131, -6.670], [4.434, 3.624, 1.624], [-3.190, 0.043, 2.572], [2.579, 0.034, 0.011], [0.965, 5.190, 0.262], [-3.638, -0.592, 0.200], [-0.679, -3.618, 0.393], [-1.832, -3.459, 2.441], [-0.334, 4.822, -3.033], [-1.779, 0.397, 0.381], [-1.538, 4.907, 0.372], [-2.472, 4.939, -0.195], [-2.858, -0.911, 2.155], [3.600, -0.030, 2.233], [-0.357, 4.686, -5.561], [-2.446, -1.774, 4.651], [-2.536, 4.708, -5.562], [1.199, 4.159, 0.516], [-0.330, 4.168, -7.650], [0.069, 1.801, 3.325], [-1.706, 5.408, -5.685], [-1.619, 5.633, 1.184], [-1.078, -2.685, 2.262], [-0.348, 5.278, -0.528], [0.889, 5.768, 1.187], [-1.435, 3.922, 0.816], [0.903, 1.168, 5.412], [0.206, 0.278, -2.496], [-0.263, 4.339, -1.735], [1.794, 5.594, -0.324], [-1.795, 5.872, -6.669], [1.557, 2.985, 3.280], [-0.604, 7.358, -0.063]], "largest_force_ev_per_a": 0.7, "e_homo_ev": -10.18, "e_tot_ev": -208848.5646, "orbital_gap_ev": 7.542, "total_charge": 1}

***

{"formula": "C26H41BrN6NiP2", "method": "ωB97M-V/def2-TZVPD", "elements": ["H", "C", "N", "H", "H", "N", "C", "C", "H", "H", "H", "H", "H", "C", "H", "C", "H", "H", "Br", "C", "H", "H", "C", "C", "C", "H", "H", "C", "H", "C", "N", "C", "H", "H", "H", "H", "Ni", "H", "C", "C", "C", "H", "C", "H", "P", "C", "C", "C", "H", "H", "H", "H", "H", "H", "H", "H", "N", "C", "C", "C", "H", "H", "N", "C", "H", "H", "P", "C", "N", "H", "C", "H", "C", "H", "H", "H", "H"], "positions_angstrom": [[5.938, -0.140, 2.212], [3.379, -0.777, -1.273], [1.220, 3.523, 3.324], [2.660, 0.055, -1.261], [1.026, 4.770, 4.845], [-0.911, 6.824, -4.312], [-0.721, -3.057, -0.664], [3.031, -1.854, -0.241], [-3.954, 0.277, 1.389], [-2.845, -3.506, 1.041], [-1.341, 5.166, -5.483], [0.573, 0.441, 3.503], [-0.161, -3.081, 0.285], [-3.030, 0.412, 0.823], [-0.265, 6.946, -1.015], [-2.837, -2.365, -3.130], [1.387, 5.518, 3.378], [-1.554, -5.052, -0.261], [-1.697, -1.361, 2.687], [0.714, 1.479, 3.250], [3.365, -1.213, -2.280], [-1.687, -4.550, -1.967], [-0.610, 7.311, -3.109], [-0.725, 5.110, -2.124], [-4.356, -3.671, -0.478], [4.088, -3.607, 2.141], [-3.775, -0.917, -1.808], [-1.058, 4.614, -3.406], [-0.044, -2.626, -1.419], [-0.784, -0.451, 0.127], [0.793, 3.214, 2.054], [-1.524, 1.752, -0.523], [2.507, -2.083, 3.492], [3.901, -2.483, 0.000], [2.242, -2.515, -0.640], [-3.234, -1.908, -4.043], [0.261, 3.815, 0.477], [5.430, -1.143, 0.851], [-2.789, 1.545, 0.100], [3.011, -3.786, 2.241], [-3.392, -2.844, 0.356], [-3.518, 2.359, 0.085], [-1.063, -4.492, -1.068], [-3.969, -2.160, 0.996], [-2.063, -1.821, -0.478], [3.807, -0.188, 1.981], [-1.117, 5.519, -4.474], [5.175, -0.852, 1.876], [-0.439, 8.388, -3.033], [5.253, -1.736, 2.519], [4.382, -0.361, -1.105], [3.565, 0.020, 3.035], [1.146, -2.726, 2.570], [-5.004, -3.057, -1.116], [2.656, -4.298, 1.339], [-3.849, -4.419, -1.097], [0.878, 4.773, 3.840], [-0.572, 4.205, -1.036], [-0.930, 3.033, -0.565], [-2.001, -0.622, 0.960], [0.261, 0.765, -1.304], [-5.012, -4.221, 0.209], [0.616, 1.884, 1.989], [2.226, -2.510, 2.517], [3.802, 0.782, 1.461], [-2.197, -0.424, -2.395], [2.369, -1.124, 1.316], [-2.766, -1.292, -2.042], [0.994, 2.433, 4.135], [2.871, -4.471, 3.087], [-0.655, 0.670, -0.721], [-1.854, -2.784, -3.368], [-0.510, 6.495, -1.975], [-1.240, 3.559, -3.585], [0.168, -0.907, 0.460], [-0.129, -5.020, -1.297], [-3.512, -3.184, -2.856]], "largest_force_ev_per_a": 5.0, "e_homo_ev": [-12.67, -13.14], "e_tot_ev": -166208.2639, "spin_multiplicity": 3, "orbital_gap_ev": [6.153, 5.894], "total_charge": 2}